Entry 1:
{
  "formula": "C49H61IN7SbSeV",
  "method": "the ωB97M-V functional and the def2-TZVPD basis",
  "gap_ev": [4.97, 5.03],
  "relative_energy_kj_mol": 322.9,
  "lumo_energy_ev": [-0.55, -0.55],
  "s_squared": 3.765,
  "e_homo_ev": [-5.5, -5.6],
  "multiplicity": 4,
  "symbols": ["V", "C", "C", "C", "C", "C", "N", "C", "C", "C", "C", "C", "C", "C", "N", "C", "C", "C", "N", "C", "C", "N", "C", "C", "C", "N", "H", "H", "H", "H", "H", "H", "H", "H", "H", "H", "H", "H", "H", "H", "H", "H", "H", "H", "I", "C", "C", "C", "C", "C", "C", "C", "C", "C", "C", "H", "H", "H", "H", "H", "H", "N", "C", "C", "N", "C", "C", "H", "H", "H", "H", "H", "H", "H", "H", "H", "H", "H", "C", "C", "C", "C", "C", "C", "Se", "C", "C", "C", "H", "H", "H", "H", "H", "H", "H", "H", "H", "H", "H", "C", "C", "Sb", "C", "C", "C", "C", "H", "H", "H", "H", "H", "H", "H", "H", "H", "H", "H", "H", "H", "H", "H"],
  "positions_angstrom": [[-0.0049, -0.7326, -0.0459], [-4.6908, 3.6435, 3.0164], [-3.8613, 2.5636, 2.3935], [-4.3654, 1.7477, 1.3837], [-3.6564, 0.6591, 0.9417], [-2.4013, 0.3013, 1.4860], [-1.8094, -0.9020, 1.1803], [-2.7137, -1.9027, 1.0072], [-3.8937, -1.9567, 1.7901], [-4.9384, -2.7937, 1.5030], [-4.9081, -3.6034, 0.3678], [-6.1166, -4.3702, -0.0776], [-3.7047, -3.6986, -0.3039], [-2.5823, -2.9531, 0.0628], [-1.3292, -3.3629, -0.4155], [-1.0579, -4.6311, -0.8169], [0.3095, -4.7659, -0.8731], [0.8076, -3.5257, -0.4919], [-0.1913, -2.6781, -0.2312], [-1.8297, 1.2435, 2.3560], [-2.5665, 2.3275, 2.8160], [-0.4741, 1.1808, 2.7194], [0.0296, 1.5792, 3.9040], [1.3852, 1.7407, 3.7345], [1.6043, 1.4076, 2.3966], [0.4773, 1.0560, 1.7945], [-5.6472, 3.7199, 2.5052], [-4.1825, 4.6049, 2.9696], [-4.8778, 3.4094, 4.0674], [-5.3244, 1.9733, 0.9371], [-4.0770, 0.0372, 0.1617], [-3.9659, -1.2994, 2.6451], [-5.8053, -2.8033, 2.1446], [-6.9709, -4.1197, 0.5467], [-5.9439, -5.4449, -0.0142], [-6.3604, -4.1221, -1.1102], [-3.6319, -4.3704, -1.1464], [-1.8243, -5.3540, -1.0022], [0.8656, -5.6436, -1.1332], [1.8348, -3.2106, -0.4468], [-2.1026, 3.0135, 3.5112], [-0.5862, 1.6997, 4.7736], [2.1086, 2.0529, 4.4615], [2.5236, 1.4651, 1.8569], [-1.7632, 0.2344, -1.9171], [-0.9826, -1.4316, -2.9994], [-1.7598, -2.1239, -3.8869], [-1.1780, -3.1386, -4.6562], [0.1702, -3.3522, -4.5913], [0.9894, -2.6020, -3.7226], [2.3889, -2.7495, -3.7184], [3.1385, -2.0239, -2.8328], [2.5178, -1.2201, -1.8646], [1.1451, -1.0471, -1.7702], [0.3958, -1.6748, -2.8207], [-2.8070, -1.8896, -4.0005], [-1.7968, -3.7320, -5.3118], [0.6401, -4.1004, -5.2119], [2.8428, -3.4335, -4.4230], [4.2183, -2.1017, -2.8502], [3.1738, -0.7376, -1.1369], [2.8194, 3.8448, -2.7860], [3.2778, 3.7444, -1.3764], [2.1080, 3.1477, -0.5719], [1.6679, 1.8829, -1.0800], [1.3739, 1.9223, -2.4841], [2.5384, 2.4829, -3.3149], [3.4849, 4.3584, -3.3725], [1.9139, 4.3420, -2.7681], [3.5414, 4.7357, -1.0106], [4.1597, 3.1017, -1.3471], [1.2512, 3.8312, -0.6181], [2.3823, 3.0617, 0.4761], [2.2549, 1.0997, -0.8185], [0.4876, 2.5477, -2.6304], [1.1258, 0.9164, -2.8262], [2.2789, 2.5466, -4.3698], [3.4351, 1.8706, -3.2028], [-4.2579, 8.6915, -0.6860], [-3.6070, 7.3411, -0.5921], [-2.6573, 7.0729, 0.3811], [-1.9940, 5.8577, 0.4299], [-0.9823, 5.6012, 1.5055], [-2.2860, 4.8864, -0.5308], [-1.2305, 3.2843, -0.6060], [-3.3024, 5.1002, -1.4638], [-3.7008, 4.0375, -2.4388], [-3.9369, 6.3308, -1.4841], [-3.8936, 9.3503, 0.0997], [-5.3414, 8.6142, -0.5986], [-4.0401, 9.1556, -1.6492], [-2.4146, 7.8322, 1.1152], [-1.0172, 6.3801, 2.2645], [0.0259, 5.5547, 1.0909], [-1.1795, 4.6332, 1.9625], [-3.6927, 3.0571, -1.9646], [-2.9925, 3.9967, -3.2658], [-4.6920, 4.2367, -2.8387], [-4.7054, 6.5096, -2.2248], [3.5969, -4.4231, 2.1303], [4.3421, -3.1512, 1.7730], [2.9890, -1.4259, 1.7252], [4.6059, 0.1109, 1.7906], [6.0270, -0.3090, 1.4776], [2.7072, -1.4475, 3.8942], [1.3165, -1.9213, 4.2646], [4.2366, -5.2952, 1.9953], [2.7170, -4.5521, 1.4991], [3.2699, -4.4029, 3.1689], [4.7954, -3.2444, 0.7871], [5.1328, -2.9551, 2.4965], [4.5598, 0.5623, 2.7816], [4.3115, 0.8676, 1.0600], [6.4245, -0.9757, 2.2367], [6.6670, 0.5742, 1.4435], [6.0821, -0.8036, 0.5107], [2.8548, -0.4313, 4.2518], [3.4654, -2.0869, 4.3459], [0.5624, -1.2696, 3.8281], [1.1769, -1.9206, 5.3456], [1.1310, -2.9305, 3.9010]]
}

---

Entry 2:
{
  "formula": "C19H23FN2O14",
  "method": "the ωB97M-V functional and the def2-TZVPD basis",
  "gap_ev": 9.30,
  "lumo_energy_ev": -0.77,
  "e_homo_ev": -10.1,
  "symbols": ["C", "N", "C", "O", "O", "F", "C", "C", "C", "C", "N", "C", "H", "H", "H", "H", "H", "H", "H", "O", "C", "O", "C", "C", "O", "H", "H", "H", "H", "O", "C", "O", "C", "C", "O", "H", "H", "H", "H", "O", "C", "O", "C", "C", "O", "H", "H", "H", "H", "O", "C", "O", "C", "C", "O", "H", "H", "H", "H"],
  "positions_angstrom": [[2.0275, -0.7770, 1.1443], [1.1986, 0.4110, 1.4411], [1.5105, 1.5015, 0.6355], [2.2580, 2.3652, 0.9049], [0.8606, 1.5232, -0.6246], [0.0609, 2.7004, -0.5936], [-0.2235, 0.1413, 1.5204], [-0.9745, -0.4046, 0.4892], [-2.3144, -0.6448, 0.7340], [-2.8386, -0.3377, 1.9828], [-2.1388, 0.2076, 2.9780], [-0.8506, 0.4399, 2.7184], [2.8815, -0.4691, 0.5472], [2.4149, -1.2331, 2.0425], [1.4901, -1.5305, 0.5774], [-0.5541, -0.6596, -0.4682], [-2.9416, -1.0721, -0.0303], [-3.8791, -0.5500, 2.1785], [-0.2569, 0.8906, 3.5020], [0.6338, 8.4582, 2.8657], [0.6054, 7.4203, 2.2934], [0.0289, 7.2211, 1.0827], [0.3932, 5.9170, 0.6160], [0.7175, 5.1944, 1.9072], [1.1452, 6.2668, 2.7549], [-0.4283, 5.4706, 0.0631], [1.2611, 6.0068, -0.0392], [-0.1625, 4.7244, 2.3518], [1.5035, 4.4549, 1.7970], [-4.1474, -2.5268, -1.0829], [-3.6330, -2.5420, -2.1567], [-2.3131, -2.3336, -2.3601], [-2.0145, -2.6281, -3.7335], [-3.3628, -2.4437, -4.3954], [-4.2729, -2.7463, -3.3228], [-1.2587, -1.9580, -4.1162], [-1.6559, -3.6576, -3.7982], [-3.5285, -1.4146, -4.7151], [-3.5319, -3.1123, -5.2342], [2.1573, -4.7616, 2.9059], [1.5206, -4.0761, 3.6349], [1.0454, -2.8475, 3.3098], [0.1416, -2.4246, 4.3418], [0.6127, -3.2417, 5.5287], [1.1693, -4.4014, 4.8983], [0.2194, -1.3529, 4.4952], [-0.8768, -2.6703, 4.0378], [1.3995, -2.7406, 6.0949], [-0.1891, -3.5281, 6.2030], [-0.6312, -0.1436, -5.4877], [0.4977, -0.3493, -5.1805], [1.5493, 0.4105, -5.5378], [2.6970, -0.0226, -4.7974], [2.3323, -1.4535, -4.4523], [0.8984, -1.3986, -4.4150], [3.5910, 0.0622, -5.4079], [2.8009, 0.6082, -3.9134], [2.6351, -2.1626, -5.2236], [2.7200, -1.7794, -3.4913]]
}

---

Entry 3:
{
  "formula": "C3H3ClOS",
  "method": "the ωB97M-V functional and the def2-TZVPD basis",
  "gap_ev": [7.17, 7.17],
  "relative_energy_kj_mol": 318.5,
  "lumo_energy_ev": [-1.04, -1.04],
  "e_homo_ev": [-8.2, -8.2],
  "symbols": ["C", "C", "C", "O", "S", "Cl", "H", "H", "H"],
  "positions_angstrom": [[-0.0971, 0.3950, 0.3931], [-0.6449, -0.6751, -0.2125], [-3.3636, 0.1922, 0.0185], [-1.7957, -1.1918, 0.0295], [-2.8417, 1.5585, -0.5208], [-4.6119, -0.6717, 0.5388], [0.8845, 0.7360, 0.1181], [-0.6102, 0.9428, 1.1653], [-0.0812, -1.1709, -1.0091]]
}

---

Entry 4:
{
  "formula": "C4H6O4S2",
  "method": "the ωB97M-V functional and the def2-TZVPD basis",
  "gap_ev": 8.26,
  "relative_energy_kj_mol": 655.5,
  "lumo_energy_ev": -0.46,
  "e_homo_ev": -8.7,
  "symbols": ["C", "C", "C", "C", "O", "O", "O", "O", "S", "S", "H", "H", "H", "H", "H", "H"],
  "positions_angstrom": [[2.1678, 1.8958, -0.3711], [-0.2451, -0.3945, -1.0942], [-0.1519, 0.0902, 0.1349], [0.0925, -1.5870, -1.9058], [2.4095, 1.5279, -1.4526], [2.1353, 2.5116, 0.6011], [-1.5519, 1.4802, 2.9197], [-1.2759, 0.3706, 2.0311], [-0.0818, -2.2908, 1.8858], [0.1546, -0.3546, 1.7493], [-1.1375, -0.0270, -1.6190], [-0.5969, 1.1661, 0.2646], [0.1963, -1.2371, -2.9905], [-0.7637, -2.3072, -1.7270], [1.1060, -2.1102, -1.6304], [-2.4572, 1.2659, 3.2042]]
}

---

Entry 5:
{
  "formula": "H6IO3",
  "method": "the ωB97M-V functional and the def2-TZVPD basis",
  "gap_ev": 6.68,
  "relative_energy_kj_mol": 92.9,
  "lumo_energy_ev": 3.15,
  "total_charge": -1,
  "e_homo_ev": -3.5,
  "symbols": ["I", "O", "H", "H", "O", "H", "H", "O", "H", "H"],
  "positions_angstrom": [[-0.7256, 1.1542, -0.4824], [2.3469, 5.6954, -2.0316], [2.0932, 6.5558, -2.3657], [1.5775, 5.3877, -1.5524], [-2.1796, -4.0931, -1.3786], [-3.1159, -4.1779, -1.1987], [-1.9997, -3.1583, -1.2785], [0.9802, -2.6831, 3.3770], [0.5146, -2.5052, 4.1942], [0.5084, -2.1756, 2.7166]]
}

---

Entry 6:
{
  "formula": "C5H8O",
  "method": "the ωB97M-V functional and the def2-TZVPD basis",
  "gap_ev": 10.59,
  "relative_energy_kj_mol": 236.6,
  "lumo_energy_ev": 0.98,
  "e_homo_ev": -9.6,
  "symbols": ["C", "C", "C", "C", "O", "C", "H", "H", "H", "H", "H", "H", "H", "H"],
  "positions_angstrom": [[2.5017, 0.9115, 0.6052], [1.4650, 0.0583, 0.0301], [0.5645, -0.6443, -0.3540], [-0.6730, -1.3872, -0.6366], [-1.7088, -1.0009, 0.2378], [-2.1410, 0.3226, 0.0247], [3.2699, 0.3091, 1.0992], [2.9801, 1.5511, -0.1430], [2.0411, 1.5591, 1.3588], [-0.5213, -2.4583, -0.4724], [-0.9767, -1.2423, -1.6858], [-2.6183, 0.4294, -0.9619], [-2.8702, 0.5506, 0.8050], [-1.3129, 1.0416, 0.0929]]
}

---

Entry 7:
{
  "formula": "C4H8N3",
  "method": "the ωB97M-V functional and the def2-TZVPD basis",
  "gap_ev": [8.57, 8.43],
  "relative_energy_kj_mol": 626.3,
  "lumo_energy_ev": [-5.26, -5.98],
  "total_charge": 1,
  "e_homo_ev": [-13.8, -14.4],
  "symbols": ["C", "C", "C", "C", "N", "N", "N", "H", "H", "H", "H", "H", "H", "H", "H"],
  "positions_angstrom": [[-0.3451, 0.7375, 0.3412], [-2.0655, 2.3048, -0.1359], [0.9380, -1.1829, 0.7188], [1.2317, -1.1811, -0.8020], [-0.9402, 1.7819, 0.0810], [0.4701, 0.1790, 1.0626], [0.0063, -0.7668, -1.5122], [-2.1310, 3.2869, -0.5670], [-2.9209, 1.7427, 0.1783], [0.1610, -1.8932, 0.9394], [1.7809, -1.4571, 1.3374], [1.9404, -0.3261, -1.0637], [1.3696, -2.2916, -1.0396], [1.1516, 0.5892, 1.7080], [-0.6469, -1.5233, -1.2462]]
}

---

Question: What is the formula in the sixth record?
Answer: C5H8O